Computed, not measured: one molecule with the formula C2H4N4O in a non-equilibrium geometry, with ωB97M-V/def2-TZVPD.

The geometry in XYZ format:
```
11
C2H4N4O ωB97M-V/def2-TZVPD
C -0.11410 0.36240 -0.05146
C 1.13968 1.14584 -0.04553
H -1.80563 -1.19060 0.22796
H -3.10757 0.02082 0.49861
H 1.22318 2.24851 -0.11924
H 2.17271 -1.47682 -0.54092
N -2.25605 -0.29979 -0.02184
N -1.30822 0.72521 -0.02957
N 2.14508 0.34660 0.06187
N 1.67390 -0.91203 0.19341
O 0.23701 -0.97015 -0.17329
```

Calculated values
Orbital gap: 9.07 eV
Multiplicity: 1
LUMO: 0.73 eV
Structure (SMILES): N/N=c1/cn[nH]o1
E_HOMO: -8.3 eV

***

Computed, not measured: C34H26Cl2MnN2O6S as an isolated structure, with ωB97M-V/def2-TZVPD.

The geometry in XYZ format:
```
72
C34H26Cl2MnN2O6S ωB97M-V/def2-TZVPD
Mn 0.14629 0.62120 -0.45995
O 3.81094 -1.38477 -0.95677
C 2.64635 -1.12707 -0.88103
O 2.05244 -0.51360 0.17906
C 1.56927 -1.39809 -1.97177
O 1.81163 -2.22938 -2.82068
O 0.48555 -0.73060 -1.82712
Cl -2.28167 0.94717 -1.55861
C -1.91293 1.82784 -3.02379
C -2.95166 1.96239 -3.92685
C -2.74316 2.65525 -5.10759
C -1.49284 3.19937 -5.35237
C -0.47616 3.04740 -4.42973
Cl 1.05738 3.77217 -4.81556
C -0.62739 2.35083 -3.21717
S 0.70182 2.27027 -2.09763
H -3.91086 1.52247 -3.69602
H -3.54185 2.76949 -5.82576
H -1.29026 3.74734 -6.26159
C 3.26740 4.90806 0.70619
C 1.96270 5.25387 1.04402
C 0.98024 4.28734 1.12883
C 1.27617 2.94089 0.88861
C 2.59003 2.60269 0.56930
C 3.57186 3.57963 0.46411
N 0.25092 1.97478 0.93841
C -0.48359 1.94974 2.12667
C -1.85345 1.65901 2.12228
C -2.57529 1.61268 3.30007
C -1.96659 1.87490 4.52098
C -0.61648 2.18907 4.53571
C 0.11675 2.22830 3.36115
H 4.03184 5.66960 0.62367
H 1.70806 6.29095 1.22317
H -0.03947 4.55674 1.37217
H 2.83707 1.56756 0.36651
H 4.57828 3.29373 0.18778
H -2.34544 1.46590 1.17981
H -3.63068 1.37268 3.26048
H -2.53369 1.83476 5.44106
H -0.11728 2.39682 5.47418
H 1.17246 2.46586 3.39498
C 1.02568 -4.22132 -0.17581
O 1.91695 -3.30190 0.42249
C 3.07376 -3.74808 0.96500
C 3.49670 -5.06503 0.85612
C 4.72543 -5.46620 1.36167
C 5.54346 -4.54047 1.97880
C 5.11436 -3.22878 2.10944
C 3.88594 -2.79915 1.62240
N 3.56813 -1.44290 1.84462
C 2.35590 -0.74297 1.59526
C 1.14761 -1.35684 2.28939
C 1.38011 -2.03050 3.48464
C 0.36531 -2.63674 4.20598
C -0.93280 -2.57479 3.71771
C -1.19356 -1.90044 2.54360
C -0.17656 -1.26824 1.81097
O -0.54700 -0.64756 0.70440
H 0.14987 -3.63645 -0.45032
H 0.74165 -5.00327 0.53390
H 1.46601 -4.65629 -1.07664
H 2.86885 -5.77841 0.34236
H 5.03711 -6.49604 1.25590
H 6.50983 -4.82970 2.36934
H 5.74335 -2.50500 2.61318
H 4.38311 -0.85450 1.79248
H 2.50814 0.27625 1.97148
H 2.39713 -2.08881 3.85113
H 0.58821 -3.15144 5.13004
H -1.74710 -3.04373 4.25746
H -2.19916 -1.82420 2.15181
```

Calculated values
⟨S²⟩: 6.07
Orbital gap (spin up / spin down): 7.00 / 7.53 eV
Multiplicity: 5
LUMO (spin up / spin down): 2.26 / 2.62 eV
Charge: -1
E_HOMO (spin up / spin down): -4.7 / -4.9 eV

***

Computed, not measured: C35H39CuN3O4P2S as an isolated structure in a non-equilibrium geometry, with ωB97M-V/def2-TZVPD.

The geometry in XYZ format:
```
85
C35H39CuN3O4P2S ωB97M-V/def2-TZVPD
Cu 1.11078 -0.10304 -0.38020
C 3.73438 0.53356 1.89390
C 4.32228 -0.17924 0.67030
P 3.31888 -0.02224 -0.88780
C 3.93048 1.47696 -1.73140
C 5.26708 1.85506 -1.80530
C 5.62998 2.97726 -2.52750
C 4.67108 3.73436 -3.17990
C 3.33688 3.37096 -3.10060
C 2.96948 2.24646 -2.38470
C 4.00918 -1.41104 -1.85400
C 3.10648 -2.29894 -2.43100
C 3.55328 -3.40264 -3.13470
C 4.91308 -3.62974 -3.26600
C 5.81828 -2.74804 -2.69730
C 5.37468 -1.64134 -1.99660
C 2.68808 -0.29494 2.64770
P 0.99128 -0.20234 1.89550
C 0.41768 1.38626 2.59330
C 0.66268 2.51876 1.81670
C 0.30428 3.77176 2.27810
C -0.31972 3.90256 3.50860
C -0.59422 2.77686 4.26840
C -0.22762 1.51996 3.81710
C 0.10098 -1.52854 2.77900
C -0.80722 -2.27074 2.02480
C -1.52692 -3.30384 2.59950
C -1.35992 -3.58904 3.94520
C -0.44462 -2.87104 4.69770
C 0.29488 -1.85424 4.11920
H 3.31188 1.50006 1.60010
H 4.55208 0.73816 2.58970
H 4.40588 -1.25094 0.87360
H 5.33178 0.19416 0.47850
H 6.03448 1.28426 -1.30480
H 6.67028 3.25846 -2.58750
H 4.96348 4.60656 -3.74550
H 2.58678 3.96146 -3.60440
H 1.92778 1.94966 -2.32460
H 2.04578 -2.11964 -2.30780
H 2.84508 -4.08554 -3.57950
H 5.26818 -4.49524 -3.80510
H 6.87878 -2.92354 -2.80050
H 6.09598 -0.96704 -1.56050
H 2.60478 0.06646 3.67820
H 2.98938 -1.34774 2.67520
H 1.14218 2.41126 0.84820
H 0.50258 4.64516 1.67610
H -0.58872 4.88156 3.87600
H -1.09552 2.87666 5.21940
H -0.44292 0.64676 4.41700
H -0.93052 -2.03974 0.97250
H -2.22142 -3.88124 2.00630
H -1.93982 -4.37504 4.40400
H -0.30572 -3.10534 5.74200
H 1.02078 -1.31684 4.71060
C -7.67492 2.30836 -0.89700
C -7.92622 0.83086 -1.08390
S -6.56512 -0.12134 -0.34910
O -6.01502 0.60656 0.76820
O -6.97642 -1.47204 -0.11110
C -5.18752 -0.21204 -1.57080
C -4.13622 -0.94964 -0.76020
N -2.78512 -0.83244 -1.25240
C -1.83332 -0.03704 -0.73330
N -0.64922 -0.28824 -1.29370
C -0.84542 -1.25374 -2.21930
C -2.17402 -1.60714 -2.21320
N -2.80632 -2.55864 -3.05160
O -4.01832 -2.61284 -3.04990
O -2.06612 -3.23804 -3.72530
C -2.09212 0.98736 0.29840
H -8.56852 2.88006 -1.13390
H -6.86672 2.65236 -1.53860
H -7.40092 2.49576 0.13930
H -7.99732 0.52816 -2.12540
H -8.81212 0.49506 -0.54970
H -4.88112 0.79596 -1.83660
H -5.50732 -0.78054 -2.43870
H -4.41212 -2.00454 -0.72120
H -4.16462 -0.54544 0.25490
H -0.06472 -1.63654 -2.84570
H -2.10142 0.53886 1.29360
H -3.06082 1.45656 0.14330
H -1.31022 1.74186 0.27810
```

Calculated values
Orbital gap: 8.17 eV
Multiplicity: 1
LUMO: -2.96 eV
Charge: +1
E_HOMO: -11.1 eV

***

Computed, not measured: a 3-piece molecular cluster, C4H10O2 overall, with ωB97M-V/def2-TZVPD.

The geometry in XYZ format:
```
16
C4H10O2 ωB97M-V/def2-TZVPD
C -1.45024 -0.94184 -1.99569
O -0.82290 -0.08099 -2.56872
C 1.36729 0.03813 -0.33698
C 0.57412 0.83596 0.38647
C 0.67707 0.99610 1.87640
O -0.41409 1.60859 -0.14422
H -1.82743 -0.78963 -0.96846
H -1.65970 -1.91027 -2.48835
H -0.99959 -2.11112 0.99397
H 1.28860 -0.01986 -1.41838
H 2.10325 -0.58749 0.15366
H -0.47992 -1.60173 0.82951
H -0.29264 0.84530 2.36381
H 1.01070 2.00983 2.12431
H 1.39640 0.28498 2.29147
H -0.47091 1.42405 -1.09879
```

Calculated values
Orbital gap: 9.26 eV
Multiplicity: 1
LUMO: 0.53 eV
Structure (SMILES): C=C(C)O.[H][H].C=O
E_HOMO: -8.7 eV

***

Computed, not measured: a 2-piece molecular cluster, CH4N2O2S overall in a non-equilibrium geometry, with ωB97M-V/def2-TZVPD.

The geometry in XYZ format:
```
10
CH4N2O2S ωB97M-V/def2-TZVPD
C -1.17413 -0.41263 0.01136
N -2.19838 -0.30491 0.71920
N -0.26122 0.71208 -0.08992
O 2.73858 1.25803 -0.04485
O 2.25179 -1.17926 -0.56350
S 2.33111 -0.06677 0.38705
H -0.67853 -1.19533 -0.58662
H -2.77318 -1.20882 0.77137
H 0.37614 0.72826 -0.88559
H -0.61217 1.66935 0.28149
```

Calculated values
Orbital gap: 8.95 eV
Multiplicity: 1
LUMO: -0.95 eV
E_HOMO: -9.9 eV